17
Properties=species:S:1:pos:R:3:forces:R:3:mulliken_charge:R:1 method="wB97M-V/def2-TZVPD" total_charge=-1 homo_energy_ev=-2.46
C -1.446005 0.489501 -1.179147 -0.2613 -0.0287 0.7932 -0.88
N -0.329933 -0.428585 -1.258618 0.4553 -0.1373 -0.7682 -0.55
C 0.485270 -0.436752 -0.057701 -0.1754 0.7572 0.5784 0.10
C -0.325956 -0.878942 1.197692 -1.0307 -1.7285 0.1821 -0.58
O -1.289779 -1.812707 0.893642 0.5835 0.5315 -0.0767 -0.91
C 1.145733 0.927938 0.117173 0.0803 0.4015 0.2608 -0.64
O 2.445876 0.856604 0.736549 0.0243 -0.5156 -0.1556 -0.55
H -2.228512 0.168148 -1.857953 0.0288 0.2243 -0.4662 0.37
H -1.933885 0.472384 -0.196182 0.0866 -0.0234 0.0898 0.30
H -1.120558 1.516909 -1.366505 -0.1291 0.0013 -0.2930 0.24
H -0.703685 -1.361454 -1.372606 -0.1327 -0.0797 0.4386 0.35
H 1.307608 -1.146110 -0.169211 -0.0343 -0.2946 -0.4255 0.38
H 0.405616 -1.336189 1.917750 0.2252 0.4909 0.0309 0.25
H -0.764478 -0.001401 1.729618 0.2468 0.2854 -0.1535 0.24
H 1.202492 1.460155 -0.836556 0.4312 -0.2497 -0.1917 0.31
H 0.558074 1.590029 0.753357 -0.3161 -0.1103 0.2180 0.26
H 2.592124 -0.079531 0.948700 -0.0822 0.4755 -0.0613 0.32